[1]
{
  "formula": "C5H8O",
  "method": "ωB97M-V with the def2-TZVPD basis set",
  "e_homo_ev": -9.005,
  "relative_energy_ev": 5.034,
  "homo_lumo_gap_ev": 10.07,
  "lumo_energy_ev": 1.065,
  "species": ["C", "C", "C", "C", "C", "O", "H", "H", "H", "H", "H", "H", "H", "H"],
  "coordinates": [[0.3801, 1.9918, -0.1026], [0.0852, 0.6023, -0.5547], [-0.8090, -0.4075, 0.1426], [0.1917, -1.3109, 0.1701], [1.0608, -0.4688, -0.7154], [0.2912, 0.0806, -1.8456], [0.5940, 1.9757, 0.9751], [-0.4546, 2.6767, -0.2710], [1.2658, 2.3484, -0.6309], [-1.6685, -1.8378, 1.5876], [-1.8914, -0.4594, 0.1654], [0.3895, -2.2450, 0.6885], [-1.5655, -2.4887, 1.2507], [2.1306, -0.4574, -0.8599]],
  "atomic_forces_ev_per_a": [[0.00, 0.12, -0.17], [0.13, 0.34, 0.05], [-0.04, -0.11, -0.15], [-0.03, -0.05, -0.02], [0.53, -0.03, 0.17], [0.12, -0.05, -0.31], [-0.08, -0.03, -0.27], [0.07, -0.04, -0.05], [-0.11, 0.12, 0.03], [-0.22, -0.35, 0.32], [0.23, 0.15, 0.48], [-0.29, -0.04, -0.51], [-0.31, -0.25, 0.26], [-0.01, 0.21, 0.17]],
  "nbo_charge": [-0.63, 0.21, -0.22, -0.18, -0.02, -0.47, 0.23, 0.22, 0.23, 0.01, 0.22, 0.22, -0.01, 0.20]
}

***

[2]
{
  "formula": "C5H8O",
  "method": "ωB97M-V with the def2-TZVPD basis set",
  "e_homo_ev": -9.087,
  "relative_energy_ev": 6.260,
  "homo_lumo_gap_ev": 10.07,
  "lumo_energy_ev": 0.984,
  "species": ["C", "C", "C", "C", "C", "O", "H", "H", "H", "H", "H", "H", "H", "H"],
  "coordinates": [[0.6693, 0.9476, 1.5832], [0.2015, 0.5011, 0.2314], [-1.1222, -0.2427, -0.2449], [-0.3331, -1.0612, -1.1746], [0.9345, -0.0977, -0.9223], [0.5683, 1.2731, -0.9062], [0.5768, 0.1152, 2.2862], [0.0609, 1.7790, 1.9589], [1.7131, 1.2789, 1.5523], [-1.9046, -1.0774, -0.1009], [-1.7325, 0.4954, -0.7707], [-0.0416, -2.0706, -0.9147], [-1.6020, -1.5363, -1.5898], [2.0116, -0.3044, -0.9878]],
  "atomic_forces_ev_per_a": [[-0.04, -0.08, -0.05], [-0.13, -0.60, 0.40], [-0.81, -0.37, 0.23], [-1.72, -0.83, -1.07], [-0.35, -0.23, -0.40], [-0.40, -0.14, -0.02], [0.03, 0.11, -0.02], [0.04, -0.15, -0.14], [-0.19, -0.10, -0.08], [0.45, 1.34, 2.41], [0.26, 0.06, -0.09], [0.22, 0.11, 1.01], [3.27, 0.99, -1.92], [-0.64, -0.11, -0.27]],
  "nbo_charge": [-0.64, 0.24, -0.49, -0.36, 0.04, -0.48, 0.22, 0.23, 0.23, 0.24, 0.22, 0.20, 0.15, 0.21]
}

***

[3]
{
  "formula": "C5H8O",
  "method": "ωB97M-V with the def2-TZVPD basis set",
  "e_homo_ev": -9.471,
  "relative_energy_ev": 1.012,
  "homo_lumo_gap_ev": 10.38,
  "lumo_energy_ev": 0.908,
  "species": ["C", "C", "C", "C", "C", "O", "H", "H", "H", "H", "H", "H", "H", "H"],
  "coordinates": [[-0.8830, -0.8481, 1.4712], [-0.4936, -0.3139, 0.0938], [0.2224, 1.0515, 0.0307], [0.8258, 0.6976, -1.3311], [0.6606, -0.7672, -0.8759], [1.3004, -1.7651, -1.0638], [-1.1387, -1.9107, 1.4747], [-0.0934, -0.6805, 2.2112], [-1.7688, -0.3073, 1.8372], [-1.3929, -0.2746, -0.5404], [-0.3575, 1.9706, 0.0706], [1.0049, 1.0572, 0.7993], [0.1031, 0.9309, -2.1230], [1.7966, 1.1264, -1.5899]],
  "atomic_forces_ev_per_a": [[0.10, -0.10, -0.02], [-0.04, 0.00, 0.07], [-0.10, 0.35, 0.15], [0.10, 0.04, -0.09], [0.07, -0.25, 0.01], [-0.55, 0.52, 0.26], [0.11, 0.08, -0.12], [0.01, -0.11, -0.19], [0.23, -0.09, -0.19], [0.20, 0.03, 0.02], [-0.13, -0.07, 0.15], [-0.15, 0.17, -0.10], [0.16, -0.14, 0.07], [-0.02, -0.42, -0.01]],
  "nbo_charge": [-0.61, -0.32, -0.39, -0.52, 0.62, -0.51, 0.22, 0.21, 0.21, 0.22, 0.21, 0.20, 0.22, 0.23]
}

***

[4]
{
  "formula": "C5H8O",
  "method": "ωB97M-V with the def2-TZVPD basis set",
  "e_homo_ev": -9.672,
  "relative_energy_ev": 2.017,
  "homo_lumo_gap_ev": 10.80,
  "lumo_energy_ev": 1.131,
  "species": ["C", "C", "C", "O", "C", "C", "H", "H", "H", "H", "H", "H", "H", "H"],
  "coordinates": [[1.0987, -1.1165, 0.4501], [-1.7997, 0.1751, -0.8403], [-1.2512, 0.6489, 0.2740], [0.5391, -0.3385, 1.5215], [0.2191, 0.7231, 0.5850], [1.2018, 0.1292, -0.4354], [0.3742, -1.8509, 0.0684], [2.0209, -1.6242, 0.7495], [-1.2042, -0.1418, -1.6941], [-2.8774, 0.0819, -0.9388], [-1.8912, 0.9417, 1.1070], [0.4833, 1.7046, 1.0003], [0.9034, 0.0628, -1.4842], [2.1831, 0.6049, -0.3631]],
  "atomic_forces_ev_per_a": [[0.17, -0.28, -0.17], [0.09, 0.11, 0.10], [-0.09, -0.09, -0.13], [-0.03, -0.03, 0.19], [-0.11, 0.27, -0.10], [0.05, 0.03, -0.11], [0.14, 0.09, 0.12], [-0.13, 0.10, -0.05], [-0.09, 0.07, 0.15], [0.14, 0.05, 0.01], [0.07, -0.05, -0.13], [-0.07, -0.19, -0.06], [0.01, -0.02, 0.21], [-0.16, -0.07, -0.03]],
  "nbo_charge": [-0.06, -0.39, -0.19, -0.52, 0.06, -0.45, 0.17, 0.18, 0.19, 0.20, 0.21, 0.19, 0.21, 0.22]
}

***

[5]
{
  "formula": "C5H8O",
  "method": "ωB97M-V with the def2-TZVPD basis set",
  "e_homo_ev": -8.565,
  "relative_energy_ev": 4.270,
  "homo_lumo_gap_ev": 9.30,
  "lumo_energy_ev": 0.733,
  "species": ["C", "C", "C", "C", "O", "C", "H", "H", "H", "H", "H", "H", "H", "H"],
  "coordinates": [[-1.4267, -0.9493, -0.2052], [-0.4198, 0.1033, 0.1824], [-0.0275, 1.2633, -0.7024], [0.9448, 0.1734, -0.4053], [2.0289, 0.4941, 0.4882], [2.1462, -0.0655, 1.6562], [-1.4246, -1.1422, -1.2828], [-2.4335, -0.6286, 0.0800], [-1.2124, -1.8922, 0.3108], [-0.4398, 1.3229, -1.7070], [0.1575, 2.2205, -0.2227], [1.2794, -0.4953, -1.1952], [-0.4305, 0.3471, 1.2432], [1.2580, -0.7517, 1.7598]],
  "atomic_forces_ev_per_a": [[-0.04, -0.03, -0.05], [-0.03, -0.03, 0.17], [-0.02, 0.16, -0.09], [-0.16, -0.15, -0.07], [0.19, -0.05, 0.29], [-0.11, 0.03, -0.37], [0.03, 0.04, 0.12], [0.10, -0.07, -0.09], [-0.05, 0.13, -0.10], [0.12, -0.04, 0.16], [-0.06, -0.16, -0.07], [-0.12, 0.09, 0.19], [-0.05, 0.02, -0.16], [0.22, 0.05, 0.07]],
  "nbo_charge": [-0.60, -0.25, -0.43, 0.05, -0.46, 0.13, 0.21, 0.22, 0.22, 0.22, 0.23, 0.21, 0.23, 0.04]
}

***

[6]
{
  "formula": "C5H8O",
  "method": "ωB97M-V with the def2-TZVPD basis set",
  "e_homo_ev": -9.261,
  "relative_energy_ev": 1.461,
  "homo_lumo_gap_ev": 10.35,
  "lumo_energy_ev": 1.092,
  "species": ["C", "C", "C", "C", "C", "O", "H", "H", "H", "H", "H", "H", "H", "H"],
  "coordinates": [[1.4788, -0.4016, 0.3121], [0.6686, 0.6016, -0.5035], [-0.3371, 1.1321, 0.4938], [-1.4502, 0.4191, 0.3678], [-1.1881, -0.6477, -0.6688], [-0.1262, -0.1225, -1.4371], [0.7331, -1.1209, 0.6914], [2.1880, -0.9850, -0.2718], [1.9754, 0.0899, 1.1539], [1.2314, 1.3581, -1.0690], [-0.0417, 1.7683, 1.3217], [-2.3081, 0.4176, 1.0262], [-1.9898, -0.9712, -1.3333], [-0.8341, -1.5377, -0.0835]],
  "atomic_forces_ev_per_a": [[0.20, -0.25, 0.04], [0.11, -0.05, 0.18], [-0.26, 0.01, -0.03], [0.09, -0.02, 0.16], [-0.19, -0.41, 0.21], [-0.02, -0.07, -0.04], [0.65, 0.30, 0.23], [0.19, 0.23, -0.11], [0.02, -0.18, -0.11], [0.01, -0.30, 0.32], [-0.28, 0.22, -0.28], [0.02, 0.06, -0.03], [-0.03, 0.24, 0.09], [-0.51, 0.24, -0.60]],
  "nbo_charge": [-0.63, 0.05, -0.21, -0.22, -0.11, -0.51, 0.20, 0.22, 0.21, 0.20, 0.22, 0.22, 0.20, 0.16]
}